Entry 1:
The following is a DFT calculation (ωB97M-V/def2-TZVPD) of C23H36IrN5OS2Si3 as an isolated structure.

As for the spin multiplicity: 2. As for the expectation value of S²: 0.764. For the HOMO-LUMO gap (spin up / spin down), the calculation gives 7.13 / 5.98 eV. As for the charge: +1.

Positions of all 71 atoms, in Å:
Ir: -1.12 0.79 -0.05
C: 3.18 -0.80 -1.43
Si: 1.42 -0.71 -0.81
C: 0.34 -1.46 -2.17
C: 1.30 -1.85 0.68
C: 0.92 1.11 -0.39
Si: 1.31 2.28 -1.89
C: 3.15 2.61 -1.85
C: 0.87 1.46 -3.51
C: 0.43 3.91 -1.89
Si: 1.73 1.69 1.21
C: 3.44 1.02 1.53
C: 1.86 3.52 1.55
C: 0.51 0.93 2.46
C: 0.64 0.97 3.84
C: -0.38 0.52 4.66
C: -1.54 0.03 4.08
C: -1.63 -0.01 2.70
N: -0.63 0.43 1.92
H: 3.46 -1.85 -1.49
H: 3.89 -0.30 -0.78
H: 3.28 -0.37 -2.43
H: 0.23 -2.53 -1.97
H: 0.84 -1.36 -3.14
H: -0.65 -1.03 -2.29
H: 1.24 -2.87 0.31
H: 0.43 -1.68 1.32
H: 2.18 -1.79 1.32
H: 3.76 1.71 -1.81
H: 3.44 3.25 -1.01
H: 3.42 3.15 -2.76
H: 1.48 0.59 -3.75
H: 1.03 2.19 -4.31
H: -0.18 1.16 -3.56
H: 0.58 4.52 -1.00
H: -0.65 3.80 -2.05
H: 0.83 4.47 -2.74
H: 4.13 1.36 0.75
H: 3.51 -0.07 1.59
H: 3.82 1.43 2.48
H: 2.56 3.99 0.85
H: 2.29 3.63 2.55
H: 0.93 4.08 1.52
H: 1.55 1.36 4.27
H: -0.30 0.58 5.74
H: -2.37 -0.32 4.67
H: -2.51 -0.38 2.20
S: -2.97 1.53 -1.17
C: -2.92 2.91 -0.09
S: -1.34 2.94 0.61
C: -3.97 3.71 0.22
C: -5.24 3.51 -0.41
N: -6.27 3.33 -0.90
C: -3.82 4.72 1.22
N: -3.65 5.50 2.05
N: -1.97 -1.12 -0.13
C: -2.06 -2.27 -0.18
N: -2.22 -3.55 -0.21
C: -1.87 -4.43 0.93
C: -0.84 -5.44 0.47
O: -1.29 -6.14 -0.67
C: -1.50 -5.28 -1.77
C: -2.59 -4.26 -1.46
H: -2.79 -4.94 1.24
H: -1.51 -3.81 1.75
H: -0.67 -6.17 1.25
H: 0.11 -4.93 0.25
H: -1.81 -5.90 -2.61
H: -0.57 -4.76 -2.03
H: -3.54 -4.77 -1.28
H: -2.72 -3.54 -2.26

Entry 2:
The following is a DFT calculation (ωB97M-V/def2-TZVPD) of C55H56IInN5S as an isolated structure in a non-equilibrium geometry.

For the HOMO-LUMO gap, the calculation gives 5.06 eV. As for the charge: -1.

Positions of all 119 atoms, in Å:
In: -0.12 0.44 0.27
C: 4.70 0.17 4.55
C: 3.23 -0.15 4.84
C: 2.34 0.51 3.84
C: 1.77 1.75 3.91
C: 1.85 2.71 5.06
C: 0.55 2.70 5.87
C: 1.07 1.97 2.67
N: 1.19 0.86 1.90
C: 1.97 -0.05 2.56
C: 2.35 -1.27 2.06
C: 1.91 -1.88 0.87
C: 2.38 -3.09 0.32
C: 3.48 -3.95 0.85
C: 3.00 -4.84 1.99
C: 1.59 -3.35 -0.80
C: 0.64 -2.31 -0.87
C: -0.43 -2.14 -1.90
C: -0.27 -0.80 -2.58
N: -0.18 0.35 -1.90
C: -0.33 1.38 -2.80
C: -0.46 2.73 -2.44
C: -0.38 3.27 -1.18
N: 0.06 2.59 -0.07
C: 0.01 3.44 0.98
C: 0.46 3.15 2.27
C: -0.51 4.71 0.55
C: -0.73 4.62 -0.79
C: -1.27 5.67 -1.71
C: -0.15 6.42 -2.43
C: -0.78 5.88 1.44
C: 0.45 6.79 1.58
C: -0.50 0.83 -4.09
C: -0.46 -0.55 -3.95
C: -0.62 -1.57 -5.03
C: 0.72 -1.92 -5.67
C: -0.70 1.61 -5.36
C: 0.62 2.10 -5.95
N: 0.86 -1.42 0.11
C: 1.69 -4.55 -1.69
C: 2.73 -4.39 -2.81
H: 5.35 -0.39 5.23
H: 4.91 1.23 4.68
H: 4.95 -0.09 3.53
H: 2.97 0.19 5.85
H: 3.08 -1.23 4.81
H: 2.03 3.72 4.69
H: 2.67 2.44 5.72
H: -0.29 2.97 5.23
H: 0.60 3.40 6.70
H: 0.36 1.70 6.26
H: 3.07 -1.83 2.64
H: 4.30 -3.32 1.21
H: 3.88 -4.58 0.05
H: 2.64 -4.23 2.82
H: 3.81 -5.48 2.35
H: 2.18 -5.48 1.66
H: -0.23 -2.91 -2.66
H: -0.72 3.41 -3.25
H: 0.41 3.96 2.99
H: -1.87 6.38 -1.13
H: -1.93 5.21 -2.45
H: 0.47 6.95 -1.70
H: -0.56 7.15 -3.12
H: 0.48 5.73 -2.97
H: -1.07 5.52 2.43
H: -1.61 6.47 1.04
H: 1.28 6.24 2.01
H: 0.21 7.64 2.21
H: 0.76 7.16 0.60
H: -1.30 -1.18 -5.80
H: -1.08 -2.48 -4.62
H: 1.17 -1.02 -6.09
H: 0.61 -2.66 -6.46
H: 1.40 -2.31 -4.91
H: -1.35 2.47 -5.16
H: -1.22 0.98 -6.09
H: 1.14 2.72 -5.22
H: 0.44 2.69 -6.85
H: 1.26 1.26 -6.21
H: 0.72 -4.77 -2.15
H: 1.96 -5.42 -1.09
H: 2.47 -3.55 -3.46
H: 2.77 -5.30 -3.41
H: 3.72 -4.21 -2.40
I: -1.06 -4.88 0.48
C: -2.18 -4.78 -1.31
C: -2.70 -5.96 -1.78
C: -3.75 -5.95 -2.70
C: -4.38 -4.77 -2.98
C: -3.87 -3.55 -2.49
C: -4.59 -2.34 -2.62
C: -4.09 -1.20 -2.07
C: -2.75 -1.16 -1.66
C: -1.95 -2.27 -1.63
C: -2.61 -3.53 -1.80
H: -2.36 -6.91 -1.37
H: -4.11 -6.88 -3.11
H: -5.29 -4.76 -3.55
H: -5.54 -2.36 -3.14
H: -4.67 -0.29 -2.07
H: -2.32 -0.19 -1.45
S: -3.52 1.68 3.11
C: -3.83 2.31 1.53
C: -3.00 1.77 0.60
C: -2.09 0.82 1.12
C: -2.25 0.66 2.46
C: -1.54 -0.30 3.28
C: -1.53 -0.22 4.67
C: -0.87 -1.20 5.39
C: -0.27 -2.24 4.69
C: -0.35 -2.24 3.30
N: -0.95 -1.29 2.61
H: -4.59 3.05 1.40
H: -3.01 2.05 -0.44
H: -2.04 0.60 5.16
H: -0.83 -1.17 6.47
H: 0.25 -3.04 5.21
H: 0.08 -3.04 2.72

Entry 3:
The following is a DFT calculation (ωB97M-V/def2-TZVPD) of a 9-piece molecular cluster, C72H160N9O3 overall in a non-equilibrium geometry.

For the HOMO-LUMO gap, the calculation gives 9.26 eV. As for the charge: +7.

Positions of all 244 atoms, in Å:
N: 36.12 14.19 27.95
O: 35.19 13.63 28.63
O: 37.31 13.86 28.11
O: 35.77 15.14 27.21
C: 31.28 19.14 27.38
C: 32.07 17.91 26.78
C: 31.39 16.61 27.17
C: 32.35 15.46 26.76
N: 31.72 14.06 26.79
C: 32.51 13.05 25.95
C: 31.51 12.02 25.45
C: 30.12 12.65 25.57
C: 30.40 14.07 26.00
C: 31.58 13.58 28.17
H: 30.52 19.57 26.73
H: 32.01 19.92 27.61
H: 30.67 18.91 28.25
H: 33.08 18.02 27.17
H: 32.01 18.09 25.71
H: 30.44 16.55 26.63
H: 31.08 16.57 28.22
H: 33.12 15.39 27.52
H: 32.71 15.54 25.74
H: 33.36 12.63 26.47
H: 32.81 13.67 25.10
H: 31.49 11.07 26.00
H: 31.83 11.79 24.44
H: 29.52 12.22 26.37
H: 29.52 12.52 24.67
H: 29.71 14.58 26.67
H: 30.59 14.72 25.14
H: 30.92 14.24 28.74
H: 32.57 13.53 28.62
H: 31.07 12.62 28.26
C: 38.81 14.38 31.20
C: 40.09 13.55 31.44
C: 41.42 14.30 31.49
C: 41.63 15.13 32.76
N: 43.01 15.72 32.98
C: 43.86 14.96 34.01
C: 43.19 15.29 35.35
C: 42.57 16.72 35.14
C: 42.95 17.04 33.70
C: 43.77 15.91 31.69
H: 37.89 13.98 31.63
H: 38.64 14.48 30.13
H: 38.90 15.40 31.57
H: 40.21 12.77 30.68
H: 40.06 13.02 32.41
H: 41.39 15.01 30.64
H: 42.25 13.60 31.45
H: 41.50 14.39 33.55
H: 40.89 15.92 32.86
H: 44.86 15.38 33.92
H: 43.88 13.90 33.75
H: 43.94 15.33 36.15
H: 42.44 14.53 35.56
H: 42.96 17.40 35.89
H: 41.50 16.59 35.25
H: 43.88 17.60 33.61
H: 42.14 17.67 33.32
H: 43.94 15.01 31.10
H: 44.69 16.37 32.03
H: 43.23 16.65 31.10
C: 33.72 16.68 17.74
C: 33.57 16.73 19.25
C: 34.95 17.08 19.86
C: 34.81 17.60 21.28
N: 36.19 17.68 22.01
C: 35.88 18.13 23.44
C: 35.87 16.83 24.27
C: 37.02 16.05 23.61
C: 36.80 16.29 22.14
C: 37.01 18.75 21.29
H: 32.86 16.20 17.25
H: 34.47 16.02 17.30
H: 33.71 17.68 17.32
H: 33.31 15.80 19.75
H: 32.86 17.53 19.44
H: 35.39 17.83 19.19
H: 35.72 16.31 19.72
H: 34.21 16.89 21.85
H: 34.37 18.59 21.38
H: 36.77 18.68 23.75
H: 35.05 18.83 23.47
H: 36.09 17.00 25.32
H: 34.86 16.41 24.29
H: 37.99 16.38 23.99
H: 37.04 14.98 23.85
H: 37.68 16.26 21.50
H: 36.02 15.62 21.79
H: 36.45 19.68 21.27
H: 37.09 18.39 20.27
H: 37.94 18.81 21.86
C: 39.68 14.17 25.89
C: 40.57 12.98 26.24
C: 42.07 13.23 26.50
C: 42.39 14.45 27.37
N: 43.85 14.89 27.31
C: 44.06 16.22 28.02
C: 45.24 16.90 27.31
C: 45.14 16.40 25.86
C: 44.27 15.16 25.82
C: 44.75 13.87 27.98
H: 40.12 14.87 25.18
H: 39.40 14.71 26.80
H: 38.72 13.74 25.59
H: 40.56 12.23 25.45
H: 40.12 12.46 27.09
H: 42.60 13.40 25.56
H: 42.50 12.33 26.95
H: 42.12 14.35 28.42
H: 41.90 15.32 26.93
H: 44.24 16.08 29.09
H: 43.21 16.90 27.90
H: 46.20 16.73 27.79
H: 45.22 17.99 27.24
H: 46.11 16.14 25.46
H: 44.79 17.14 25.15
H: 44.82 14.27 25.53
H: 43.32 15.31 25.33
H: 45.77 14.23 28.01
H: 44.69 12.96 27.39
H: 44.37 13.78 29.00
C: 36.24 11.44 25.56
C: 35.55 10.91 24.30
C: 35.65 9.36 24.13
C: 35.39 8.89 22.67
N: 36.53 8.06 22.08
C: 37.92 8.68 22.02
C: 37.85 9.75 21.00
C: 36.99 9.13 19.90
C: 36.31 7.94 20.57
C: 36.50 6.68 22.69
H: 35.73 11.00 26.42
H: 36.30 12.53 25.53
H: 37.21 10.95 25.67
H: 36.14 11.31 23.47
H: 34.49 11.12 24.29
H: 34.87 8.96 24.78
H: 36.63 8.97 24.42
H: 35.27 9.74 21.99
H: 34.55 8.20 22.58
H: 38.49 7.81 21.70
H: 38.33 9.04 22.96
H: 38.83 10.09 20.66
H: 37.34 10.64 21.39
H: 37.54 8.72 19.05
H: 36.20 9.78 19.53
H: 36.76 7.00 20.25
H: 35.29 7.75 20.24
H: 35.55 6.21 22.48
H: 36.71 6.67 23.75
H: 37.31 6.12 22.21
C: 40.32 7.97 31.94
C: 39.85 9.31 31.32
C: 38.30 9.46 31.23
C: 37.81 8.84 29.93
N: 36.27 8.96 29.81
C: 35.72 8.24 28.58
C: 34.44 9.02 28.18
C: 34.37 10.27 29.07
C: 35.81 10.35 29.62
C: 35.59 8.33 30.99
H: 39.89 7.94 32.94
H: 41.41 7.98 31.98
H: 39.99 7.06 31.44
H: 40.33 9.56 30.37
H: 40.23 10.14 31.92
H: 38.18 10.55 31.22
H: 37.80 9.07 32.11
H: 38.01 7.78 29.81
H: 38.10 9.32 29.00
H: 35.62 7.17 28.68
H: 36.46 8.35 27.78
H: 33.54 8.43 28.35
H: 34.35 9.22 27.12
H: 33.62 10.23 29.85
H: 34.38 11.24 28.55
H: 35.76 10.93 30.54
H: 36.48 10.83 28.91
H: 36.01 7.39 31.36
H: 34.59 8.01 30.69
H: 35.49 9.08 31.77
C: 33.08 13.62 38.61
C: 32.45 14.79 37.88
C: 32.17 14.51 36.42
C: 33.42 14.12 35.59
N: 33.27 14.35 34.11
C: 32.94 15.78 33.64
C: 33.50 15.82 32.20
C: 34.42 14.60 32.02
C: 34.61 14.07 33.45
C: 32.26 13.38 33.57
H: 32.47 12.71 38.58
H: 33.47 13.85 39.60
H: 33.98 13.29 38.08
H: 33.03 15.70 38.04
H: 31.50 15.03 38.36
H: 31.63 15.32 35.92
H: 31.47 13.67 36.37
H: 33.71 13.09 35.78
H: 34.17 14.84 35.92
H: 31.86 15.85 33.74
H: 33.48 16.41 34.35
H: 32.63 15.94 31.55
H: 34.08 16.74 32.14
H: 34.13 13.83 31.30
H: 35.40 14.93 31.68
H: 34.94 13.03 33.47
H: 35.26 14.72 34.02
H: 32.64 12.37 33.44
H: 31.95 13.71 32.58
H: 31.40 13.41 34.23
C: 38.09 23.69 29.55
C: 38.41 23.20 28.15
C: 38.79 21.75 28.03
C: 37.65 20.73 28.24
N: 38.06 19.27 27.91
C: 36.92 18.34 28.30
C: 37.64 17.07 28.72
C: 38.84 17.60 29.46
C: 39.30 18.81 28.69
C: 38.29 19.25 26.42
H: 38.27 24.75 29.67
H: 38.77 23.24 30.28
H: 37.04 23.48 29.75
H: 39.16 23.81 27.64
H: 37.62 23.50 27.45
H: 39.70 21.53 28.58
H: 39.07 21.54 26.99
H: 36.75 20.90 27.64
H: 37.35 20.69 29.29
H: 36.22 18.26 27.47
H: 36.50 18.73 29.22
H: 37.94 16.44 27.88
H: 37.02 16.42 29.33
H: 39.53 16.91 29.92
H: 38.40 18.04 30.37
H: 40.02 18.46 27.94
H: 39.81 19.62 29.21
H: 37.57 19.88 25.91
H: 38.31 18.21 26.10
H: 39.29 19.60 26.18

Entry 4:
The following is a DFT calculation (ωB97M-V/def2-TZVPD) of one molecule with the formula C5H8O2.

For the HOMO-LUMO gap, the calculation gives 10.02 eV. As for the charge: 0. Its SMILES is C[C@@]12C[C@]1(O)CO2.

Positions of all 15 atoms, in Å:
C: 1.80 -0.17 0.65
C: 0.58 0.18 -0.17
C: -0.09 -0.79 -1.08
C: -0.83 -0.17 0.10
O: -1.32 -0.81 1.22
C: -1.17 1.27 -0.23
O: 0.21 1.50 -0.64
H: 2.72 -0.15 0.06
H: 1.69 -1.20 1.02
H: 1.91 0.46 1.54
H: -0.29 -0.43 -2.09
H: 0.30 -1.81 -1.03
H: -2.17 -1.19 0.99
H: -1.95 1.44 -0.99
H: -1.39 1.87 0.65